Here is the ion C4H12NOS with charge +1 in a non-equilibrium geometry from the Open Molecules 2025 dataset. Energies are from ωB97M-V with the def2-TZVPD basis set.

## Properties
LUMO: -3.5 eV
energy relative to the best compared isomer or geometry (same formula, charge and spin): 262.01 kJ/mol
HOMO level: -13.2 eV

The geometry in ORCA input format:
```
! wB97M-V def2-TZVPD RIJCOSX def2/J DEFGRID3
* xyz 1 1
H -0.378 1.964 1.406
H 3.121 0.038 -0.811
C -1.271 0.736 -0.814
H -1.841 -1.634 -0.791
H -0.636 -2.073 0.474
H -0.677 1.385 -1.340
H 1.204 1.623 2.083
O 0.878 -0.481 -1.384
H -1.929 0.279 -1.591
C 0.319 -0.064 1.078
H -1.663 1.207 0.013
C -0.286 -0.305 -0.273
C 0.505 1.493 1.144
H -0.357 -2.308 -1.013
H 0.742 1.924 0.189
H 1.277 -0.576 1.174
S 2.363 -1.064 -0.912
N -0.934 -1.712 -0.421
H -0.434 -0.431 1.790
*
```

Here is the ion C4H12NOSi with charge +1 in a non-equilibrium geometry from the Open Molecules 2025 dataset. Energies are from ωB97M-V with the def2-TZVPD basis set.

## Properties
LUMO: -5.7 eV
energy relative to the best compared isomer or geometry (same formula, charge and spin): 304.00 kJ/mol
HOMO level: -12.9 eV

The geometry in ORCA input format:
```
! wB97M-V def2-TZVPD RIJCOSX def2/J DEFGRID3
* xyz 1 1
H -0.041 1.195 -1.624
H 1.919 2.183 0.282
H -1.011 -1.890 -0.118
H 3.745 0.692 -0.219
H -0.827 2.173 -0.507
C -0.330 -1.075 -0.432
N -0.551 0.227 0.170
C -1.633 0.301 1.193
H -1.846 1.199 1.619
O 1.960 -0.596 0.094
Si 2.418 0.893 0.149
C -0.875 1.214 -0.827
H 0.829 -1.921 1.064
H 1.310 -2.292 -0.715
H -1.521 -0.376 2.072
H -1.741 0.839 -1.343
C 0.961 -1.609 0.072
H -2.444 -0.188 0.581
H -0.323 -0.969 -1.509
*
```

Here is a cluster of 2 separate species, C4H12NP in total in a non-equilibrium geometry from the Open Molecules 2025 dataset. Energies are from ωB97M-V with the def2-TZVPD basis set.

## Properties
LUMO (alpha / beta): 0.3 / 0.7 eV
energy relative to the best compared isomer or geometry (same formula, charge and spin): 388.52 kJ/mol
HOMO level (alpha / beta): -7.7 / -6.9 eV

The geometry in ORCA input format:
```
! wB97M-V def2-TZVPD RIJCOSX def2/J DEFGRID3
* xyz 0 1
H -2.967 -1.160 -1.434
H 2.547 0.765 0.737
H 0.273 0.104 1.548
C 0.930 -0.477 1.018
H -2.866 -1.426 0.167
N -2.741 -0.725 -0.623
C -1.909 1.475 0.752
C 2.175 -0.299 -1.285
H 1.619 0.478 -1.841
H -1.803 0.830 1.636
C 2.187 -0.173 0.238
H -2.976 1.937 0.527
P -1.504 0.455 -0.634
H -1.183 2.258 0.975
H 2.758 -1.016 0.568
H 1.736 -1.380 -1.572
H 3.222 -0.218 -1.588
H 0.502 -1.428 0.812
*
```

Here is a cluster of 2 separate species, C4H12NP in total in a non-equilibrium geometry from the Open Molecules 2025 dataset. Energies are from ωB97M-V with the def2-TZVPD basis set.

## Properties
LUMO (alpha / beta): 1.0 / -1.2 eV
energy relative to the best compared isomer or geometry (same formula, charge and spin): 372.97 kJ/mol
HOMO level (alpha / beta): -5.4 / -9.0 eV

The geometry in ORCA input format:
```
! wB97M-V def2-TZVPD RIJCOSX def2/J DEFGRID3
* xyz 0 3
H 1.327 -2.313 0.237
H -3.479 0.367 -0.049
C 0.469 -1.730 0.735
P -0.016 -0.151 0.086
C 0.381 -0.322 -1.788
H -2.887 1.749 0.613
H 0.131 0.666 -2.110
H 2.095 2.226 0.330
C 2.075 1.219 0.799
H 2.726 0.456 0.708
H 1.747 1.361 1.776
H -2.199 1.457 -0.849
H -0.304 -2.474 0.742
H 0.714 -1.904 1.850
H 1.481 -0.329 -1.760
N -1.465 0.042 0.536
C -2.520 0.907 0.010
H -0.275 -1.226 -1.865
*
```

Here is a cluster of 2 separate species, C4H12NS in total from the Open Molecules 2025 dataset. Energies are from ωB97M-V with the def2-TZVPD basis set.

## Properties
LUMO (alpha / beta): 6.4 / 6.3 eV
energy relative to the best compared isomer or geometry (same formula, charge and spin): 35.12 kJ/mol
HOMO level (alpha / beta): 4.6 / 0.3 eV

The geometry in ORCA input format:
```
! wB97M-V def2-TZVPD RIJCOSX def2/J DEFGRID3
* xyz -2 2
N -0.750 2.062 0.475
C 2.031 0.083 -1.178
H 2.128 0.594 -2.147
C 0.011 1.472 -0.611
C -1.917 -2.713 1.305
C 1.344 0.925 -0.124
H -0.545 0.676 -1.127
H 3.015 -0.265 -0.852
H -2.054 -3.536 0.600
H -1.154 1.307 1.026
H -1.413 -3.101 2.193
H 1.438 -0.804 -1.420
H 0.183 2.242 -1.381
H 1.955 1.770 0.217
S -1.009 -1.327 0.547
H -1.485 2.675 0.159
H 1.133 0.292 0.740
H -2.910 -2.351 1.578
*
```

Here is the ion C4H12NS with charge +1 in a non-equilibrium geometry from the Open Molecules 2025 dataset. Energies are from ωB97M-V with the def2-TZVPD basis set.

## Properties
LUMO: -3.5 eV
energy relative to the best compared isomer or geometry (same formula, charge and spin): 162.60 kJ/mol
HOMO level: -13.4 eV

The geometry in ORCA input format:
```
! wB97M-V def2-TZVPD RIJCOSX def2/J DEFGRID3
* xyz 1 1
S 1.282 1.453 0.508
H 0.958 -0.747 0.497
H -1.958 0.288 -1.304
H -1.201 -2.987 -0.792
C -1.256 0.317 -0.433
H -1.938 -1.523 0.546
C -0.078 1.214 -0.759
C -0.990 -1.152 0.100
H -1.793 0.764 0.417
H 0.467 -1.882 1.708
N 0.126 -1.092 1.053
H -0.030 -0.255 1.795
H -0.326 2.167 -1.357
C -0.651 -2.104 -0.928
H 2.088 2.109 -0.263
H 0.419 -2.265 -1.025
H 0.576 0.876 -1.601
H -0.796 -1.805 -2.007
*
```

Here is a structure of composition C4H12NS2 in a non-equilibrium geometry from the Open Molecules 2025 dataset. Energies are from ωB97M-V with the def2-TZVPD basis set.

## Properties
LUMO: 3.7 eV
energy relative to the best compared isomer or geometry (same formula, charge and spin): 45.93 kJ/mol
HOMO level: -2.9 eV

The geometry in ORCA input format:
```
! wB97M-V def2-TZVPD RIJCOSX def2/J DEFGRID3
* xyz -1 1
N -1.440 1.235 1.420
C -1.973 0.130 0.650
H 1.819 0.732 0.308
H 0.065 -0.630 -1.216
H 2.476 -0.813 -1.674
H -2.123 1.953 1.518
C 2.317 -1.163 -0.595
S 0.613 -1.817 -0.555
H 2.110 -0.452 1.513
S -0.539 0.941 -1.623
C 2.503 -0.110 0.522
H -0.655 1.611 0.908
C -2.124 0.359 -0.874
H -2.825 1.181 -0.980
H -2.996 -0.106 0.993
H 3.543 0.181 0.630
H -1.305 -0.731 0.810
H 3.007 -1.949 -0.366
H -2.474 -0.552 -1.391
*
```

Here is the ion C4H12NS2 with charge +1 in a non-equilibrium geometry from the Open Molecules 2025 dataset. Energies are from ωB97M-V with the def2-TZVPD basis set.

## Properties
LUMO: -3.5 eV
energy relative to the best compared isomer or geometry (same formula, charge and spin): 25.51 kJ/mol
HOMO level: -12.7 eV

The geometry in ORCA input format:
```
! wB97M-V def2-TZVPD RIJCOSX def2/J DEFGRID3
* xyz 1 1
H -0.119 -0.329 1.539
C 2.431 -1.613 -1.890
H 1.690 -2.380 -1.647
C 2.211 -0.278 -1.206
H -3.216 1.078 0.034
H -2.068 -0.071 -0.132
H 3.452 -1.974 -1.684
H -2.162 1.965 1.779
S 0.471 0.157 -1.407
C -1.929 0.907 1.712
N -2.714 0.353 0.544
H -3.350 -0.378 0.861
H -2.271 0.452 2.631
S 0.030 1.544 -0.077
H 2.827 0.482 -1.670
H 0.127 1.188 2.269
H 2.544 -0.316 -0.170
C -0.459 0.708 1.479
H 2.505 -1.495 -2.966
*
```

Here is a cluster of 2 separate species, C4H12NS2 in total in a non-equilibrium geometry from the Open Molecules 2025 dataset. Energies are from ωB97M-V with the def2-TZVPD basis set.

## Properties
LUMO (alpha / beta): -5.7 / -4.9 eV
energy relative to the best compared isomer or geometry (same formula, charge and spin): 503.35 kJ/mol
HOMO level (alpha / beta): -12.3 / -13.3 eV

The geometry in ORCA input format:
```
! wB97M-V def2-TZVPD RIJCOSX def2/J DEFGRID3
* xyz 1 1
H 3.673 -1.153 0.210
H 0.663 -0.012 1.483
H -2.741 1.255 0.323
C -0.953 0.965 -1.315
H -1.204 -0.024 -1.572
H -1.946 1.076 1.820
H 0.206 -3.502 -0.739
H 2.248 -1.748 0.326
C -1.980 0.726 0.726
H 2.935 -0.735 1.537
C 2.761 -0.893 0.551
S -0.653 -2.478 -0.533
H -0.609 2.181 0.163
H -1.605 1.693 -1.746
S 1.933 0.443 -0.329
H -0.188 1.182 -2.036
C 0.433 0.264 0.504
H -2.262 -0.381 0.486
N -0.710 1.139 0.142
*
```

Here is a cluster of 2 separate species, C4H12NS2 in total in a non-equilibrium geometry from the Open Molecules 2025 dataset. Energies are from ωB97M-V with the def2-TZVPD basis set.

## Properties
LUMO: -4.9 eV
energy relative to the best compared isomer or geometry (same formula, charge and spin): 135.46 kJ/mol
HOMO level: -11.4 eV

The geometry in ORCA input format:
```
! wB97M-V def2-TZVPD RIJCOSX def2/J DEFGRID3
* xyz 1 1
H -2.249 -1.235 1.400
N -0.463 -2.028 0.664
H -0.690 -0.264 -0.423
H -0.468 1.281 -3.245
C -0.042 -1.033 -0.009
H 0.620 1.093 2.043
H -1.792 -2.826 2.062
H 2.006 2.179 2.199
C -1.832 -2.211 1.170
H 1.260 1.690 -3.372
H 1.001 -1.055 -0.295
S 1.835 1.557 -0.036
H 0.181 -2.778 0.883
S 0.239 2.115 -1.198
C 0.498 1.234 -2.744
H -2.461 -2.675 0.411
H 0.772 0.186 -2.601
C 1.119 1.958 1.613
H 0.464 2.811 1.478
*
```